{
  "formula": "C3H5NdO3",
  "method": "wB97M-V/def2-TZVPD",
  "species": ["H", "O", "C", "H", "O", "Nd", "O", "C", "C", "H", "H", "H"],
  "positions_angstrom": [[3.3011, 1.3178, 2.1682], [3.0606, -0.1403, 0.8156], [3.5656, 0.2994, 1.8387], [4.2637, -0.3188, 2.4237], [-0.0258, 0.2187, -0.2223], [2.2592, 0.4514, -1.5261], [-1.0742, -0.2046, -1.0654], [-2.2868, 0.0881, -0.6522], [-3.3075, -0.6913, -1.1087], [-2.3400, 0.8737, 0.1074], [-4.3164, -0.2841, -1.1211], [-3.0994, -1.6101, -1.6578]],
  "fmax_ha_per_bohr": 0.069,
  "spin_multiplicity": 5,
  "gap_ev": [5.10, 8.95],
  "charge": 3,
  "s2": 6.1577,
  "homo_ev": [-21.408, -23.034]
}



{
  "formula": "C19H49N4O6S7",
  "method": "wB97M-V/def2-TZVPD",
  "species": ["C", "C", "C", "N", "C", "S", "C", "N", "C", "N", "C", "S", "C", "C", "N", "O", "H", "H", "H", "H", "H", "H", "H", "H", "H", "H", "H", "H", "H", "H", "H", "H", "H", "H", "H", "C", "S", "O", "C", "H", "H", "H", "H", "H", "H", "C", "S", "O", "C", "H", "H", "H", "H", "H", "H", "C", "S", "O", "C", "H", "H", "H", "H", "H", "H", "C", "S", "O", "C", "H", "H", "H", "H", "H", "H", "C", "S", "O", "C", "H", "H", "H", "H", "H", "H"],
  "positions_angstrom": [[0.8786, 1.8350, -0.3827], [-0.1014, 2.3383, 0.6633], [-1.2128, 3.3133, 0.2032], [-1.5565, 3.3057, -1.2262], [-2.7635, 2.6355, -1.5844], [-3.0903, 2.9411, -3.3624], [-2.5467, 1.1336, -1.3084], [-3.7532, 0.4987, -0.6971], [-4.2274, 1.2823, 0.5093], [-5.2617, 0.5151, 1.1263], [-5.0422, -0.2204, 2.0764], [-4.7992, -1.1010, 3.2846], [-4.7915, 2.5641, -0.0294], [-5.1393, 3.5968, 1.0538], [-4.8288, 3.1629, 2.4143], [-3.9318, 3.1876, -0.9855], [0.3891, 1.5168, -1.3003], [1.5838, 2.6077, -0.6729], [1.4351, 0.9910, 0.0156], [0.4707, 2.8479, 1.4348], [-0.5835, 1.4962, 1.1677], [-2.1172, 3.1420, 0.7953], [-0.9059, 4.3227, 0.4543], [-1.6396, 4.2592, -1.5618], [-1.8217, 2.9152, -3.7557], [-2.3409, 0.6061, -2.2307], [-1.7057, 0.9676, -0.6494], [-4.5220, 0.5159, -1.3757], [-3.5702, -0.4701, -0.4328], [-3.3453, 1.4114, 1.1337], [-5.7149, 2.2730, -0.5366], [-6.1983, 3.8251, 0.9861], [-4.6000, 4.4996, 0.7652], [-3.8207, 3.1243, 2.5397], [-5.1521, 3.8554, 3.0805], [5.9730, 2.5028, -2.4428], [4.4509, 3.3097, -2.9186], [3.5402, 3.2280, -1.7371], [3.9134, 2.0575, -4.0836], [6.4545, 3.1015, -1.6751], [5.7548, 1.5143, -2.0417], [6.6258, 2.4320, -3.3126], [3.8287, 1.0970, -3.5759], [4.6248, 1.9917, -4.9056], [2.9469, 2.3703, -4.4686], [-6.1167, -6.0391, 2.8240], [-4.4692, -5.3331, 2.7390], [-3.5719, -6.3902, 2.2079], [-4.1819, -5.2299, 4.4990], [-6.4526, -6.2170, 1.8050], [-6.0694, -6.9801, 3.3712], [-6.7865, -5.3358, 3.3188], [-4.2751, -6.2215, 4.9413], [-4.9030, -4.5428, 4.9445], [-3.1715, -4.8598, 4.6598], [-0.5028, 0.5745, -4.5984], [-0.3219, -1.0758, -5.2889], [1.0658, -1.1535, -5.7963], [-1.3888, -0.8134, -6.7074], [0.1457, 0.6302, -3.7240], [-0.1867, 1.3101, -5.3388], [-1.5361, 0.7526, -4.3018], [-1.0062, 0.0215, -7.2936], [-2.4066, -0.6199, -6.3682], [-1.3649, -1.7257, -7.2993], [10.1193, 0.5274, -2.2448], [9.6970, 1.1000, -0.5978], [8.2973, 1.6003, -0.6687], [10.7567, 2.5465, -0.6131], [9.5160, -0.3551, -2.4459], [9.8913, 1.3117, -2.9662], [11.1765, 0.2657, -2.2770], [10.4804, 3.1840, -1.4524], [11.7971, 2.2315, -0.6882], [10.5981, 3.0731, 0.3252], [0.7217, -4.6702, 7.4151], [-0.1546, -4.8711, 5.8651], [-1.6038, -4.9441, 6.2071], [0.3688, -6.5527, 5.5410], [0.4757, -3.6845, 7.8032], [0.3926, -5.4400, 8.1120], [1.7941, -4.7395, 7.2342], [0.0640, -7.1859, 6.3735], [1.4502, -6.5750, 5.4079], [-0.1241, -6.8736, 4.6257]],
  "fmax_ha_per_bohr": 0.029,
  "gap_ev": 7.37,
  "charge": 1,
  "homo_ev": -10.335
}



{
  "formula": "C3H6NPS",
  "method": "wB97M-V/def2-TZVPD",
  "species": ["P", "C", "N", "C", "C", "S", "H", "H", "H", "H", "H", "H"],
  "positions_angstrom": [[-0.2840, -0.2116, 2.4474], [0.7014, -0.4657, 0.9155], [1.4040, 0.6116, 0.3625], [1.0982, 1.0110, -0.7883], [-0.0379, 0.3630, -1.4488], [-0.2413, -1.1750, -0.5363], [0.8944, -0.2706, 3.2707], [-0.3246, -1.6000, 2.5844], [1.3997, -1.1835, 1.2060], [1.5132, 1.8127, -1.2636], [-0.9739, 0.9225, -1.5223], [0.1323, 0.1056, -2.5726]],
  "fmax_ha_per_bohr": 0.070,
  "smiles": "P[C@@H]1N=CCS1",
  "gap_ev": 9.51,
  "charge": 0,
  "homo_ev": -8.705
}



{
  "formula": "C31H63BaGeN4OP3S",
  "method": "wB97M-V/def2-TZVPD",
  "species": ["Ba", "S", "C", "C", "C", "C", "C", "N", "H", "H", "H", "H", "C", "P", "C", "C", "C", "P", "C", "C", "H", "H", "H", "H", "H", "H", "H", "H", "H", "H", "H", "H", "H", "H", "H", "H", "C", "C", "C", "C", "Ge", "C", "C", "C", "C", "H", "H", "H", "H", "H", "H", "H", "H", "H", "H", "H", "H", "H", "H", "H", "H", "H", "H", "H", "O", "P", "N", "C", "C", "C", "C", "N", "C", "C", "C", "C", "N", "C", "C", "C", "C", "H", "H", "H", "H", "H", "H", "H", "H", "H", "H", "H", "H", "H", "H", "H", "H", "H", "H", "H", "H", "H", "H", "H", "H"],
  "positions_angstrom": [[-0.6314, 0.2926, -0.4615], [1.7399, 2.1064, -1.7569], [0.7229, 3.4366, -1.1144], [1.1916, 4.7412, -1.0178], [0.3300, 5.7240, -0.5645], [-0.9728, 5.3849, -0.2298], [-1.3544, 4.0637, -0.3589], [-0.5293, 3.1083, -0.7944], [2.2017, 4.9897, -1.3099], [0.6711, 6.7477, -0.4874], [-1.6763, 6.1270, 0.1177], [-2.3653, 3.7583, -0.1137], [2.5836, 0.7682, 2.8308], [0.7953, 0.5677, 2.5271], [0.0394, 1.5483, 3.8665], [0.4900, -1.1484, 3.1325], [1.3366, -2.2171, 2.4410], [1.1308, -2.3882, 0.6116], [2.7469, -3.0858, 0.1362], [0.0358, -3.8438, 0.4749], [2.8661, 0.4583, 3.8389], [2.8469, 1.8196, 2.7052], [3.1701, 0.1959, 2.1121], [0.4449, 1.2823, 4.8438], [-1.0360, 1.3633, 3.8754], [0.1959, 2.6140, 3.7007], [-0.5783, -1.3582, 3.0151], [0.6992, -1.1750, 4.2066], [1.1464, -3.1910, 2.9007], [2.3969, -2.0141, 2.6144], [2.9918, -3.9724, 0.7240], [3.5355, -2.3458, 0.2750], [2.7365, -3.3623, -0.9185], [0.4175, -4.6802, 1.0631], [-0.0359, -4.1573, -0.5675], [-0.9671, -3.5855, 0.8182], [6.7045, 4.1094, 0.1931], [6.6966, 4.7350, -1.1933], [6.2192, 3.8006, -2.3002], [4.7045, 3.6009, -2.3373], [3.8503, 2.5174, -0.9369], [4.4922, 0.6757, -0.7251], [5.9110, 0.5009, -0.1832], [6.2714, -0.9617, 0.0738], [6.2658, -1.8255, -1.1791], [7.0356, 4.8268, 0.9438], [7.3803, 3.2532, 0.2375], [5.7146, 3.7658, 0.5155], [7.7063, 5.0764, -1.4290], [6.0747, 5.6362, -1.1959], [6.7274, 2.8346, -2.2156], [6.5209, 4.2088, -3.2671], [4.4105, 3.1085, -3.2685], [4.2187, 4.5814, -2.3545], [3.5352, 3.2194, 0.3920], [4.3784, 0.1775, -1.6917], [3.7771, 0.1886, -0.0514], [6.0240, 1.0662, 0.7466], [6.6298, 0.9318, -0.8859], [5.5818, -1.3703, 0.8222], [7.2588, -1.0007, 0.5378], [5.2680, -1.9244, -1.6118], [6.6282, -2.8320, -0.9724], [6.9133, -1.3987, -1.9476], [-2.4179, -1.0314, 0.4410], [-3.7305, -1.5829, -0.0867], [-4.3860, -2.5721, 1.0262], [-3.7434, -2.9146, 2.3139], [-4.8566, -3.6035, 3.0992], [-6.1313, -2.9654, 2.5555], [-5.8355, -2.8701, 1.0652], [-3.4330, -2.3917, -1.4851], [-4.3585, -3.4302, -1.9978], [-4.1882, -3.3600, -3.5131], [-2.7517, -2.8770, -3.6799], [-2.5924, -1.8530, -2.5527], [-4.7302, -0.3241, -0.4787], [-5.2465, 0.5839, 0.5537], [-5.9388, 1.7070, -0.2390], [-6.0170, 1.1955, -1.6910], [-5.6878, -0.2902, -1.5927], [-3.4019, -2.0021, 2.8078], [-2.8837, -3.5676, 2.1601], [-4.7320, -3.4797, 4.1726], [-4.8545, -4.6735, 2.8847], [-6.2686, -1.9653, 2.9732], [-7.0276, -3.5442, 2.7676], [-6.4042, -2.0868, 0.5617], [-6.0424, -3.8184, 0.5625], [-5.3871, -3.2238, -1.6975], [-4.0774, -4.4063, -1.5982], [-4.8892, -2.6407, -3.9414], [-4.3723, -4.3189, -3.9926], [-2.5378, -2.4532, -4.6591], [-2.0568, -3.7013, -3.5103], [-2.9196, -0.8521, -2.8699], [-1.5310, -1.8016, -2.2702], [-4.4315, 0.9360, 1.1873], [-5.9634, 0.0635, 1.1993], [-5.3718, 2.6352, -0.1843], [-6.9227, 1.9141, 0.1767], [-5.2714, 1.6941, -2.3115], [-6.9883, 1.3668, -2.1501], [-5.2456, -0.6989, -2.4998], [-6.5891, -0.8697, -1.3588]],
  "fmax_ha_per_bohr": 0.015,
  "gap_ev": 9.05,
  "charge": 2,
  "homo_ev": -13.584
}